1.
A cluster of 9 separate species, C27H48O15 in total. Source: OMol25; level of theory: ωB97M-V/def2-TZVPD.

The highest occupied orbital energy comes out at -9.7 eV. Its SMILES is O=C1CCCO1.O=C1CCCO1.O=C1CCCO1.O=C1CCCO1.O=C1CCCO1.O=C1CCCO1.CO.CO.CO. The energy relative to the best compared isomer or geometry (same formula, charge and spin) is 0.000 eV.

Each line ends with the Mulliken charge.
Cartesian coordinates (Å):
C 0.256 3.831 -1.678  -0.053
O -1.155 3.951 -1.812  -0.548
H 0.608 4.798 -1.339  0.378
H 0.636 2.995 -1.060  -0.326
H 0.707 3.715 -2.679  0.303
H -1.445 3.179 -2.316  0.300
C -1.862 1.265 -5.077  -0.456
O -2.091 2.286 -4.042  -0.496
H -1.466 1.696 -5.992  0.300
H -1.101 0.578 -4.640  0.087
H -2.843 0.835 -5.251  0.256
H -2.740 2.877 -4.434  0.275
C -0.579 -4.550 -4.859  -0.750
O -0.811 -3.756 -3.685  -0.314
H 0.427 -4.940 -4.905  0.298
H -1.329 -5.373 -4.982  0.239
H -0.617 -3.882 -5.734  0.264
H -0.128 -3.084 -3.662  0.186
O 1.119 -1.456 -3.331  -0.843
C 0.492 -0.968 -2.411  0.434
O -0.020 -1.824 -1.520  -0.415
C -0.613 -0.957 -0.445  -0.593
C 0.023 0.385 -0.514  1.361
C 0.276 0.478 -2.009  0.602
H -0.485 -1.537 0.465  0.151
H -1.666 -0.912 -0.730  0.117
H 0.936 0.523 0.043  -1.031
H -0.670 1.165 -0.130  0.192
H 1.170 1.035 -2.209  0.462
H -0.577 0.917 -2.570  -0.554
O -3.526 -1.452 -2.227  -0.496
C -3.846 -2.531 -1.855  0.532
O -5.133 -2.982 -1.801  -0.424
C -5.273 -4.360 -1.419  -0.378
C -3.825 -4.974 -1.565  -0.749
C -2.970 -3.683 -1.317  0.031
H -5.985 -4.918 -2.052  0.313
H -5.654 -4.372 -0.353  0.248
H -3.561 -5.419 -2.487  0.288
H -3.689 -5.725 -0.785  0.341
H -1.999 -3.806 -1.780  0.151
H -2.824 -3.430 -0.264  0.232
O 0.277 2.151 2.189  -0.333
C 1.444 2.463 2.223  0.324
O 2.431 1.589 2.216  -0.195
C 3.757 2.180 2.166  -0.181
C 3.484 3.718 2.478  -0.847
C 2.015 3.850 2.071  -0.203
H 4.176 2.080 1.174  0.085
H 4.417 1.805 2.960  0.288
H 4.139 4.337 1.840  0.373
H 3.657 3.979 3.495  0.342
H 1.836 4.060 0.990  -0.006
H 1.392 4.532 2.657  0.394
O -2.765 0.590 4.104  -0.564
C -2.604 1.718 3.769  0.587
O -1.950 2.639 4.528  -0.410
C -1.761 3.868 3.806  0.437
C -2.801 3.869 2.697  -0.625
C -3.121 2.365 2.477  -0.036
H -0.800 3.774 3.307  -0.506
H -1.888 4.771 4.409  0.443
H -2.279 4.279 1.806  0.257
H -3.720 4.378 2.976  0.329
H -2.589 1.931 1.596  -0.385
H -4.143 2.212 2.223  0.537
O 3.549 1.245 -1.013  -0.635
C 4.162 0.239 -0.815  0.689
O 4.821 -0.021 0.328  -0.324
C 5.195 -1.413 0.318  -0.555
C 4.305 -2.057 -0.704  -0.279
C 4.280 -0.960 -1.751  -0.448
H 4.998 -1.798 1.313  0.315
H 6.229 -1.526 0.032  0.341
H 3.354 -2.238 -0.253  0.075
H 4.718 -2.984 -1.110  0.405
H 3.398 -1.028 -2.389  0.063
H 5.253 -0.913 -2.252  0.349
O 2.328 -1.778 1.844  -0.452
C 1.508 -1.715 2.732  0.443
O 0.261 -2.246 2.622  -0.347
C -0.524 -1.865 3.800  -0.623
C 0.108 -0.670 4.391  0.342
C 1.609 -0.931 4.046  -0.227
H -0.622 -2.650 4.524  0.271
H -1.530 -1.640 3.437  0.388
H -0.137 -0.565 5.485  0.490
H -0.305 0.250 3.907  -0.600
H 2.060 -1.500 4.868  0.464
H 2.211 0.006 3.894  -0.167

Atomic forces in eV per Å
C 0.21 0.23 -1.08
O 0.32 -0.56 0.48
H 0.16 0.01 0.48
H -0.45 0.45 0.07
H -0.02 -0.14 0.23
H -0.20 0.11 -0.16
C 0.21 0.48 1.52
O 0.38 -0.44 -0.97
H 0.08 0.16 -0.05
H -0.88 0.23 -0.54
H 0.25 -0.70 -0.21
H 0.00 0.21 0.29
C -0.42 0.82 -0.42
O -0.45 -1.29 -0.54
H 0.32 -0.52 0.38
H 0.60 0.85 0.43
H -0.40 -0.29 -0.05
H 0.44 0.39 0.14
O -0.26 0.89 -0.45
C 0.69 -1.42 -0.26
O -0.34 2.04 1.18
C -0.76 -2.12 0.01
C -0.72 1.04 -0.13
C -0.28 0.09 -0.40
H 0.01 0.21 0.10
H -0.02 0.13 0.26
H 0.41 -0.42 0.22
H 0.33 -0.49 -0.34
H 0.43 0.32 -0.45
H 0.47 -0.37 0.30
O -0.21 0.71 -0.10
C 0.47 -2.48 0.44
O -0.71 0.45 -0.59
C 0.92 -0.73 0.36
C -0.68 1.98 2.58
C -0.37 -0.61 -0.41
H 0.11 0.81 0.11
H 0.57 -0.13 -1.11
H -0.18 -0.22 -1.19
H 0.14 0.04 -0.02
H 0.06 0.59 -0.18
H -0.06 -0.32 0.15
O 0.34 -0.18 0.34
C -0.32 0.69 -0.84
O 1.09 -1.34 0.29
C -0.52 2.29 1.01
C 0.03 -0.68 -2.08
C -0.55 0.19 -0.07
H -0.11 -0.35 0.02
H -0.46 -0.53 -0.47
H -0.25 -0.22 0.39
H 0.03 0.05 0.83
H 0.39 0.12 0.68
H 0.30 0.12 -0.14
O 0.13 -0.82 0.52
C -0.73 1.12 -0.86
O -0.16 -0.18 0.26
C -0.41 -0.27 -0.80
C 0.37 -0.78 -1.12
C 1.76 0.73 -0.39
H 0.25 0.39 0.45
H 0.38 -0.53 0.44
H -0.94 0.14 0.37
H 0.16 0.33 -0.17
H 0.04 0.31 0.82
H -0.91 -0.41 0.48
O -0.12 0.80 0.20
C -0.03 -0.53 -0.89
O 0.05 -0.04 -0.12
C -0.17 -0.45 0.77
C 0.88 -0.45 -0.67
C -0.78 0.17 0.77
H 0.25 0.06 0.12
H 0.55 0.20 0.12
H -0.81 -0.13 0.03
H -0.06 0.00 0.25
H 0.45 0.21 -0.38
H -0.33 0.05 -0.31
O -0.66 -0.30 0.75
C 0.26 0.63 -0.16
O 0.39 0.12 0.82
C -1.43 -0.17 -1.11
C 0.61 1.72 0.62
C -0.28 1.22 0.28
H 0.36 -0.92 0.06
H 0.11 -0.12 -0.03
H 0.48 -0.21 -1.07
H 0.73 -0.73 0.29
H 0.11 -0.19 -0.42
H -0.60 -1.10 0.06

=====

2.
A cluster of 2 separate species, C4H10S in total. Source: OMol25; level of theory: ωB97M-V/def2-TZVPD.

The highest occupied orbital energy comes out at -8.9 eV. Its SMILES is C=CC.CS. The energy relative to the best compared isomer or geometry (same formula, charge and spin) is 1.434 eV.

Each line ends with the natural charge from an NBO analysis.
Cartesian coordinates (Å):
C -1.004 0.108 -2.765  -0.710
S -1.225 0.880 -1.101  -0.075
H -0.737 -0.914 -2.503  0.215
H -0.235 0.655 -3.286  0.224
H -1.967 0.046 -3.261  0.226
H 0.094 1.126 -0.878  0.126
C 0.108 0.740 1.916  -0.662
C 0.985 -0.493 1.881  -0.174
C 0.957 -1.297 0.810  -0.411
H -0.903 0.514 1.555  0.226
H 0.422 1.531 1.239  0.216
H -0.077 1.094 2.941  0.216
H 1.857 -0.639 2.507  0.193
H 1.704 -2.062 0.682  0.196
H 0.023 -1.289 0.263  0.196

Atomic forces in eV per Å
C -0.16 -0.45 1.52
S 0.20 0.40 -0.55
H 0.41 -0.02 -0.59
H -0.06 -0.12 -0.43
H 0.04 0.44 -0.16
H -0.56 -0.21 -0.14
C -1.14 -0.70 1.15
C 0.82 0.31 -1.80
C -0.95 -0.02 1.41
H 0.20 -0.32 0.02
H 0.56 0.17 0.39
H 0.45 0.27 -0.34
H -0.12 0.57 0.47
H -0.06 -0.28 -0.17
H 0.37 -0.06 -0.78

=====

3.
A structure of composition C39H29ClN11O7SeSn. Source: OMol25; level of theory: ωB97M-V/def2-TZVPD.

The highest occupied orbital energy comes out at -5.1 eV. The energy relative to the best compared isomer or geometry (same formula, charge and spin) is 0.288 eV. As for the net charge: -1.

Each line ends with the natural charge from an NBO analysis.
Cartesian coordinates (Å):
Sn -0.958 -0.160 0.116  1.488
O -5.312 -1.146 0.874  -0.671
C -4.101 -0.911 0.890  0.604
N -3.309 -0.543 -0.123  -0.844
C -3.776 -0.510 -1.445  0.219
C -5.063 -0.130 -1.821  -0.279
C -5.421 -0.073 -3.164  -0.252
C -4.496 -0.386 -4.147  -0.240
C -3.212 -0.782 -3.794  -0.238
C -2.842 -0.863 -2.452  0.095
N -1.637 -1.341 -1.953  -0.771
C -0.906 -2.267 -2.561  0.599
O -0.882 -2.593 -3.761  -0.701
C -0.038 -3.037 -1.587  0.135
C 0.664 -4.148 -2.047  -0.220
C 1.340 -4.939 -1.134  -0.173
C 1.299 -4.597 0.209  -0.248
C 0.598 -3.461 0.575  0.046
N -0.052 -2.700 -0.297  -0.457
C -3.357 -1.059 2.198  0.148
C -4.076 -1.024 3.387  -0.213
C -3.398 -1.150 4.585  -0.174
C -2.022 -1.335 4.554  -0.205
C -1.396 -1.392 3.324  0.038
N -2.041 -1.256 2.169  -0.489
H -5.790 0.087 -1.052  0.235
H -6.429 0.214 -3.440  0.200
H -4.776 -0.357 -5.193  0.201
H -2.490 -1.056 -4.549  0.238
H 0.635 -4.360 -3.106  0.247
H 1.889 -5.813 -1.462  0.211
H 1.804 -5.192 0.959  0.216
H 0.541 -3.142 1.610  0.197
H -5.147 -0.892 3.340  0.242
H -3.924 -1.103 5.529  0.212
H -1.445 -1.433 5.463  0.212
H -0.326 -1.542 3.250  0.204
O 1.135 3.545 5.099  -0.686
C 2.224 2.837 4.950  0.778
O 3.230 3.028 5.599  -0.636
C 2.181 1.745 3.928  -0.275
C 3.263 0.950 3.615  0.158
Cl 4.876 1.063 4.138  0.082
N 2.864 0.037 2.691  -0.203
N 1.568 0.228 2.366  -0.239
C 1.139 1.246 3.096  0.057
C -0.300 1.757 3.042  0.791
O -0.598 2.563 3.960  -0.692
O -1.098 1.388 2.154  -0.738
C 3.688 -0.993 2.152  0.128
C 3.802 -1.168 0.783  -0.199
C 4.720 -2.074 0.278  -0.195
C 5.500 -2.830 1.138  -0.213
C 5.337 -2.699 2.510  -0.219
C 4.432 -1.784 3.021  -0.198
H 0.344 3.131 4.570  0.475
H 3.181 -0.585 0.127  0.246
H 4.838 -2.164 -0.794  0.221
H 6.223 -3.534 0.745  0.210
H 5.936 -3.292 3.189  0.212
H 4.309 -1.672 4.088  0.225
C -3.812 4.113 -3.195  -0.414
N -2.619 3.647 -2.533  -0.412
C -1.274 4.031 -2.872  -0.320
C -0.465 3.274 -1.788  0.671
O 0.729 3.391 -1.648  -0.599
N -1.343 2.523 -1.051  -0.638
C -2.566 2.820 -1.468  0.652
N -3.673 2.442 -0.821  -0.776
H -4.483 4.611 -2.490  0.202
H -3.527 4.824 -3.966  0.215
H -4.352 3.287 -3.668  0.209
H -1.120 5.109 -2.786  0.213
H -0.974 3.705 -3.872  0.215
H -4.524 2.327 -1.346  0.407
H -3.507 1.733 -0.115  0.433
Se 0.789 -0.241 -3.530  1.111
N 1.049 0.494 -1.968  -0.690
C 2.315 0.888 -1.886  0.164
C 2.903 1.545 -0.775  -0.202
C 4.234 1.823 -0.816  -0.212
C 5.034 1.471 -1.940  -0.209
C 4.502 0.862 -3.036  -0.214
C 3.114 0.566 -3.044  0.061
N 2.455 -0.020 -4.041  -0.658
H 2.276 1.817 0.063  0.246
H 4.705 2.327 0.018  0.217
H 6.092 1.702 -1.919  0.209
H 5.102 0.602 -3.897  0.218

Atomic forces in eV per Å
Sn -0.40 -0.68 -0.22
O 0.09 0.03 0.08
C -0.07 0.07 -0.18
N 0.48 0.30 0.15
C -0.17 0.02 -0.23
C 0.00 -0.10 0.04
C -0.02 0.10 -0.08
C 0.00 -0.01 0.00
C 0.06 0.03 -0.05
C -0.16 0.02 0.01
N 0.48 0.16 0.29
C -0.44 -0.17 -0.24
O -0.23 -0.27 0.37
C 0.20 -0.32 -0.01
C -0.01 0.10 -0.03
C 0.01 0.06 0.01
C 0.05 -0.02 -0.01
C 0.07 0.10 0.05
N -0.13 0.13 -0.03
C -0.16 -0.13 0.20
C -0.01 0.01 0.05
C 0.08 0.02 -0.08
C -0.05 -0.07 -0.01
C 0.17 -0.10 0.06
N -0.13 0.05 -0.06
H 0.01 -0.01 0.02
H -0.01 -0.02 0.03
H 0.00 0.04 0.00
H 0.00 -0.05 0.01
H 0.02 -0.01 0.00
H -0.01 -0.01 -0.01
H 0.00 0.00 0.02
H 0.07 -0.02 0.02
H 0.01 0.01 -0.04
H -0.02 0.02 -0.01
H 0.02 0.00 -0.01
H 0.06 0.08 0.02
O 1.73 0.61 0.90
C -0.46 0.45 0.21
O 0.27 -0.03 0.02
C 0.20 -0.08 0.02
C -0.32 0.13 0.00
Cl 0.11 0.02 -0.01
N 0.02 0.36 0.34
N -0.23 -0.36 -0.28
C 0.08 -0.01 -0.01
C -0.56 -0.10 -0.55
O -1.25 -0.54 -0.72
O 0.74 -0.06 0.46
C 0.02 -0.27 -0.07
C -0.18 0.03 0.07
C 0.01 -0.08 -0.05
C -0.01 -0.08 0.02
C 0.03 0.04 0.02
C -0.10 -0.01 -0.01
H -0.26 -0.17 -0.10
H -0.03 0.04 -0.07
H -0.07 -0.05 -0.01
H 0.01 0.02 -0.02
H -0.03 -0.04 0.00
H 0.01 0.01 0.02
C -0.11 -0.13 0.13
N -0.18 -0.03 -0.16
C 0.25 -0.11 0.05
C -0.20 0.33 -0.35
O -0.02 -0.01 0.02
N -0.12 -0.35 0.44
C 0.32 0.55 -0.14
N 0.05 -0.08 0.12
H 0.01 0.04 -0.03
H -0.02 0.00 0.00
H 0.00 0.02 -0.04
H 0.03 -0.02 0.02
H 0.00 -0.02 0.03
H 0.00 -0.02 -0.03
H -0.14 -0.04 -0.02
Se 0.39 0.30 -0.31
N 0.06 0.40 0.53
C -0.20 -0.44 -0.41
C 0.21 0.33 0.15
C -0.33 0.10 0.19
C 0.05 -0.16 -0.39
C 0.39 0.14 0.10
C -0.57 -0.13 -0.06
N 0.55 0.11 -0.25
H 0.00 0.01 0.03
H -0.02 0.00 0.03
H 0.01 0.01 0.00
H 0.01 0.01 0.00

=====

4.
An isolated molecule of C4H6FNOS. Source: OMol25; level of theory: ωB97M-V/def2-TZVPD.

The highest occupied orbital energy comes out at -9.7 eV. Its SMILES is O=C1C[C@@H](CF)N1S. The energy relative to the best compared isomer or geometry (same formula, charge and spin) is 2.371 eV.

Each line ends with the natural charge from an NBO analysis.
Cartesian coordinates (Å):
C 0.057 0.659 0.464  -0.102
C -0.920 0.934 -0.640  0.022
C 1.518 0.307 0.004  -0.503
C 1.068 -1.195 0.151  0.701
H -1.832 -1.967 0.002  0.119
H -0.159 1.512 1.224  0.209
H -2.015 0.523 -0.351  0.186
H -1.153 2.082 -0.835  0.184
H 2.113 0.732 0.861  0.242
H 1.955 0.746 -1.017  0.256
N -0.077 -0.725 0.834  -0.571
O 1.531 -2.298 -0.157  -0.553
F -0.474 0.205 -1.770  -0.378
S -1.614 -1.516 1.232  0.188

Atomic forces in eV per Å
C -0.81 1.83 -0.57
C -2.86 0.99 -0.59
C 0.73 1.91 -0.60
C 1.54 -1.21 -0.08
H -0.23 -0.15 -0.38
H 0.84 -1.84 -0.57
H 2.54 0.72 -0.61
H 1.13 -2.33 -0.15
H 0.07 -1.11 -0.97
H -1.25 -1.27 2.26
N -0.91 -2.11 0.82
O -1.79 3.19 0.97
F -0.76 0.94 0.43
S 1.76 0.45 0.03

=====

Number 1: Kohn-Sham gap 0.38217 Ha, LUMO energy 0.7 eV. Number 2: Kohn-Sham gap 0.36091 Ha, LUMO energy 0.9 eV. Number 3: Kohn-Sham gap 0.24648 Ha, LUMO energy 1.6 eV. Number 4: Kohn-Sham gap 0.37695 Ha, LUMO energy 0.5 eV.